(1)
The following is a DFT calculation (wB97M-V/def2-TZVPD) of a 2-piece molecular cluster, C47H46N2O2 overall in a non-equilibrium geometry.

Structure (XYZ):
```
97
C47H46N2O2, DFT wB97M-V/def2-TZVPD
C 7.85 -1.65 2.44
C 6.42 -1.24 2.48
C 5.86 -0.83 3.67
C 4.53 -0.46 3.74
C 3.94 0.00 5.02
C 3.74 -0.51 2.59
N 2.37 -0.07 2.66
C 1.88 1.17 2.52
N 0.55 1.25 2.60
C -0.27 2.33 2.10
C -0.31 2.57 0.72
C 0.49 1.71 -0.19
C -1.06 3.61 0.24
C -1.79 4.43 1.09
C -2.61 5.53 0.53
C -1.75 4.18 2.45
C -1.00 3.14 2.97
C -0.93 2.91 4.44
C -0.01 -0.11 2.84
C 1.24 -1.02 2.91
C 4.30 -0.91 1.37
C 3.48 -0.91 0.13
C 5.63 -1.27 1.34
H 8.16 -1.94 1.43
H 8.49 -0.82 2.76
H 8.03 -2.49 3.11
H 6.47 -0.79 4.56
H 2.89 0.28 4.88
H 3.97 -0.78 5.78
H 4.47 0.88 5.39
H 0.34 1.99 -1.23
H 1.55 1.81 0.03
H 0.21 0.66 -0.07
H -1.09 3.80 -0.82
H -3.13 6.08 1.32
H -1.99 6.24 -0.02
H -3.36 5.14 -0.16
H -2.31 4.82 3.12
H -1.53 3.63 4.99
H -1.31 1.91 4.69
H 0.10 2.98 4.80
H -0.59 -0.11 3.76
H -0.67 -0.39 2.01
H 1.25 -1.80 2.15
H 1.36 -1.48 3.89
H 4.06 -1.27 -0.72
H 2.62 -1.57 0.23
H 3.13 0.09 -0.10
H 6.07 -1.57 0.40
C 0.94 11.65 -1.04
O 0.56 10.43 -0.46
C 0.76 9.32 -1.25
C 0.40 8.07 -0.72
C 0.57 6.92 -1.44
C 1.16 6.94 -2.72
C 1.45 5.72 -3.43
C 2.64 5.44 -4.08
C 2.82 4.24 -4.82
C 4.01 3.91 -5.40
C 4.16 2.66 -6.16
C 3.22 2.30 -7.13
C 3.36 1.13 -7.84
C 4.42 0.29 -7.59
C 5.35 0.62 -6.63
C 5.23 1.80 -5.93
C 5.16 4.81 -5.25
O 6.24 4.55 -5.75
C 4.97 6.05 -4.49
C 6.08 7.01 -4.33
C 5.87 8.36 -4.58
C 6.89 9.28 -4.42
C 8.13 8.85 -3.99
C 8.36 7.51 -3.73
C 7.35 6.60 -3.91
C 3.76 6.31 -3.94
C 1.51 8.20 -3.25
C 1.32 9.35 -2.54
H 0.73 12.46 -0.34
H 2.02 11.64 -1.24
H 0.38 11.82 -1.96
H -0.01 8.04 0.27
H 0.31 5.97 -1.00
H 0.71 4.93 -3.38
H 2.00 3.55 -4.90
H 2.40 2.96 -7.32
H 2.63 0.88 -8.60
H 4.52 -0.63 -8.14
H 6.18 -0.05 -6.42
H 5.96 2.07 -5.18
H 4.90 8.68 -4.92
H 6.71 10.32 -4.62
H 8.92 9.57 -3.85
H 9.33 7.19 -3.38
H 7.52 5.55 -3.73
H 3.66 7.18 -3.32
H 1.92 8.25 -4.25
H 1.58 10.30 -2.99
```

Computed properties:
E_LUMO	-0.9	eV
E_tot	-2078.515276	a.u.
ΔE to the lowest compared entry with this formula, charge and spin	0.0	kJ/mol

=====

(2)
The following is a DFT calculation (wB97M-V/def2-TZVPD) of a 8-piece molecular cluster, C47H46N8O2 overall in a non-equilibrium geometry.

Structure (XYZ):
```
103
C47H46N8O2, DFT wB97M-V/def2-TZVPD
C 3.47 -2.67 2.91
C 3.62 -1.39 2.06
N 2.76 -1.37 0.86
C 1.51 -0.74 1.12
C 1.51 0.64 1.31
C 0.33 1.27 1.60
C -0.87 0.57 1.67
C -0.85 -0.77 1.46
C 0.34 -1.47 1.19
C 0.24 -2.94 0.98
O 0.95 -3.61 0.26
C -0.89 -3.61 1.73
C -2.02 -2.97 2.00
C -2.15 -1.56 1.50
O -3.19 -1.07 1.11
H 4.23 -2.61 3.70
H 2.50 -2.63 3.42
H 3.57 -3.59 2.32
H 4.66 -1.23 1.75
H 3.41 -0.56 2.75
H 2.63 -2.31 0.51
H 2.46 1.16 1.22
H 0.37 2.35 1.77
H -1.80 1.09 1.91
H -0.80 -4.64 2.07
H -2.82 -3.45 2.56
C -0.02 7.57 0.74
C -0.63 7.38 1.97
C -0.58 6.11 2.53
N 0.02 5.07 1.96
C 0.60 5.28 0.78
C 0.61 6.50 0.13
H -0.03 8.55 0.26
H -1.13 8.19 2.48
H -1.04 5.92 3.50
H 1.08 4.41 0.33
H 1.10 6.61 -0.83
C -2.89 -5.27 -1.87
C -1.60 -5.08 -1.41
C -0.68 -6.11 -1.59
N -0.98 -7.26 -2.19
C -2.23 -7.42 -2.63
C -3.22 -6.46 -2.50
H -3.64 -4.49 -1.75
H -1.31 -4.17 -0.91
H 0.34 -6.00 -1.25
H -2.43 -8.37 -3.11
H -4.21 -6.64 -2.87
C -3.23 1.46 -1.18
C -4.59 1.46 -1.43
C -5.09 2.33 -2.39
N -4.32 3.17 -3.09
C -3.02 3.16 -2.84
C -2.42 2.33 -1.90
H -2.81 0.80 -0.44
H -5.26 0.80 -0.89
H -6.15 2.36 -2.62
H -2.42 3.85 -3.42
H -1.35 2.36 -1.73
C -0.03 -5.27 7.14
C 0.52 -6.19 6.27
C 0.25 -6.05 4.91
N -0.51 -5.08 4.41
C -1.02 -4.20 5.27
C -0.81 -4.24 6.64
H 0.16 -5.34 8.21
H 1.13 -7.00 6.62
H 0.65 -6.75 4.19
H -1.64 -3.42 4.83
H -1.25 -3.50 7.29
C -7.95 -2.02 -3.27
C -6.66 -1.83 -2.81
C -5.74 -2.85 -3.00
N -6.03 -4.01 -3.59
C -7.28 -4.17 -4.03
C -8.27 -3.21 -3.89
H -8.70 -1.24 -3.15
H -6.37 -0.91 -2.32
H -4.72 -2.74 -2.65
H -7.49 -5.12 -4.51
H -9.27 -3.39 -4.27
C 4.95 8.84 -3.62
C 3.63 8.68 -4.01
C 2.95 7.56 -3.58
N 3.49 6.62 -2.79
C 4.75 6.79 -2.42
C 5.53 7.88 -2.80
H 5.52 9.71 -3.94
H 3.15 9.41 -4.65
H 1.92 7.39 -3.86
H 5.17 6.01 -1.79
H 6.55 7.97 -2.47
C 6.39 -0.02 -1.16
C 5.52 0.71 -0.37
C 5.94 1.93 0.12
N 7.14 2.46 -0.12
C 7.97 1.75 -0.89
C 7.65 0.51 -1.43
H 6.10 -0.98 -1.57
H 4.53 0.33 -0.14
H 5.29 2.54 0.75
H 8.94 2.20 -1.07
H 8.36 -0.02 -2.05
```

Computed properties:
E_LUMO	-0.8	eV
SMILES	CCNc1cccc2c1C(=O)C=CC2=O.c1ccncc1.c1ccncc1.c1ccncc1.c1ccncc1.c1ccncc1.c1ccncc1.c1ccncc1
E_tot	-2407.049851	a.u.
ΔE to the lowest compared entry with this formula, charge and spin	0.0	kJ/mol

=====

(3)
The following is a DFT calculation (wB97M-V/def2-TZVPD) of C47H47BBrN8SbTc as an isolated structure in a non-equilibrium geometry.

Structure (XYZ):
```
106
C47H47BBrN8SbTc, DFT wB97M-V/def2-TZVPD
Tc 1.17 -0.90 -1.23
C 3.70 -1.64 -3.41
C 4.09 -0.92 -2.17
C 5.35 -0.44 -1.79
C 5.15 0.19 -0.58
N 3.86 0.08 -0.24
N 3.22 -0.60 -1.21
B 3.05 0.90 0.80
N 2.18 1.82 -0.11
C 2.15 3.12 -0.42
C 1.44 3.28 -1.59
C 1.05 2.00 -1.97
C 0.36 1.52 -3.19
N 1.48 1.14 -1.03
N 2.04 0.00 1.53
C 1.86 -0.14 2.85
C 0.86 -1.06 3.06
C 0.44 -1.46 1.79
C -0.57 -2.51 1.52
N 1.15 -0.79 0.87
N 3.99 1.53 1.78
C 4.65 2.72 1.79
C 5.55 2.70 2.82
C 5.39 1.41 3.42
C 6.13 0.84 4.56
N 4.46 0.75 2.76
H 4.55 -2.23 -3.76
H 2.85 -2.30 -3.23
H 3.45 -0.93 -4.19
H 6.26 -0.52 -2.35
H 5.87 0.70 0.04
H 2.62 3.86 0.19
H 1.24 4.20 -2.11
H 0.28 2.32 -3.92
H 0.92 0.70 -3.65
H -0.65 1.17 -2.97
H 2.47 0.38 3.56
H 0.49 -1.43 4.00
H -1.18 -2.66 2.41
H -1.21 -2.27 0.68
H -0.05 -3.45 1.32
H 4.46 3.49 1.07
H 6.21 3.47 3.14
H 6.77 1.59 5.02
H 5.44 0.43 5.30
H 6.75 0.01 4.22
Br -0.72 -2.19 -2.24
C -0.17 -3.97 -1.73
C -0.96 -5.04 -2.05
C -0.55 -6.31 -1.63
C 0.61 -6.45 -0.92
C 1.43 -5.35 -0.60
C 2.62 -5.51 0.14
C 3.38 -4.41 0.46
C 2.97 -3.13 0.08
C 1.84 -2.91 -0.68
C 1.04 -4.03 -1.02
H -1.86 -4.91 -2.62
H -1.17 -7.16 -1.86
H 0.92 -7.43 -0.59
H 2.92 -6.50 0.45
H 4.28 -4.53 1.03
H 3.58 -2.31 0.41
C -5.49 1.87 0.85
C -5.10 2.86 -0.19
C -5.96 3.90 -0.54
C -5.63 4.83 -1.51
C -4.41 4.76 -2.16
C -3.53 3.74 -1.83
C -3.89 2.81 -0.87
Sb -2.53 1.16 -0.43
C -3.65 -0.64 -1.04
C -4.02 -1.61 -0.12
C -4.75 -2.71 -0.53
C -5.10 -2.84 -1.86
C -4.73 -1.87 -2.78
C -3.98 -0.77 -2.39
C -3.51 0.19 -3.45
C -1.90 1.49 1.66
C -2.08 0.51 2.62
C -1.71 0.78 3.93
C -1.17 2.01 4.26
C -0.98 2.97 3.29
C -1.33 2.72 1.96
C -1.09 3.78 0.93
H -6.42 2.17 1.33
H -4.72 1.78 1.62
H -5.65 0.88 0.40
H -6.91 3.96 -0.04
H -6.32 5.62 -1.75
H -4.14 5.48 -2.91
H -2.57 3.68 -2.34
H -3.78 -1.50 0.93
H -5.06 -3.45 0.19
H -5.67 -3.70 -2.19
H -5.01 -1.98 -3.81
H -4.16 0.14 -4.32
H -2.51 -0.08 -3.78
H -3.50 1.23 -3.09
H -2.51 -0.44 2.37
H -1.85 0.02 4.69
H -0.89 2.22 5.29
H -0.58 3.93 3.55
H -0.30 4.45 1.25
H -1.99 4.39 0.79
H -0.82 3.35 -0.03
```

Computed properties:
E_LUMO (alpha / beta)	-10.7 / -10.7	eV
E_tot	-5176.226764	a.u.
multiplicity	3
<S²>	2.418
total charge	+3

=====

(4)
The following is a DFT calculation (wB97M-V/def2-TZVPD) of C47H47ClN10O11SbY as an isolated structure in a non-equilibrium geometry.

Structure (XYZ):
```
118
C47H47ClN10O11SbY, DFT wB97M-V/def2-TZVPD
Y -0.11 -0.04 -0.37
C -2.44 -3.37 2.04
C -3.59 -2.78 2.56
C -3.81 -1.45 2.32
C -2.87 -0.70 1.59
N -1.76 -1.26 1.10
C -1.57 -2.58 1.32
N -3.21 0.63 1.45
C -2.37 1.58 1.21
N -1.01 1.54 0.96
C -0.52 2.84 1.04
N 0.67 3.31 0.94
C 1.84 2.65 0.64
C 2.96 3.48 0.54
C 4.19 2.94 0.26
C 4.31 1.56 0.11
C 3.16 0.81 0.22
N 1.94 1.32 0.46
C -1.65 3.76 1.28
C -1.69 5.14 1.40
C -2.94 5.72 1.55
C -4.10 4.95 1.59
C -4.05 3.56 1.48
C -2.80 3.00 1.32
H -2.21 -4.41 2.18
H -4.30 -3.36 3.12
H -4.69 -0.93 2.68
H -0.67 -3.00 0.90
H 2.81 4.54 0.67
H 5.06 3.58 0.17
H 5.25 1.08 -0.09
H 3.21 -0.27 0.09
H -0.79 5.72 1.34
H -3.02 6.80 1.64
H -5.06 5.44 1.70
H -4.94 2.95 1.52
O 3.95 -4.51 -0.64
C 4.18 -3.90 0.51
O 5.18 -4.09 1.15
C 3.14 -2.94 1.00
C 3.15 -2.33 2.24
Cl 4.26 -2.43 3.51
N 2.06 -1.53 2.33
N 1.36 -1.57 1.18
C 1.98 -2.43 0.39
C 1.28 -2.77 -0.90
O 1.69 -3.69 -1.60
O 0.24 -2.06 -1.10
C 1.48 -0.92 3.50
C 1.04 0.38 3.45
C 0.40 0.92 4.56
C 0.22 0.16 5.70
C 0.67 -1.16 5.73
C 1.29 -1.71 4.63
H 3.07 -4.24 -1.05
H 1.18 0.97 2.56
H 0.05 1.94 4.52
H -0.27 0.58 6.56
H 0.53 -1.76 6.62
H 1.62 -2.74 4.63
O 4.92 4.14 -5.09
N 3.98 4.74 -4.62
O 3.79 5.93 -4.73
C 3.01 3.98 -3.85
C 3.15 2.62 -3.74
C 2.21 1.91 -3.00
C 1.07 2.50 -2.37
O 0.21 1.87 -1.70
C 1.03 3.92 -2.53
C 1.96 4.65 -3.22
N -0.04 4.70 -1.90
O 0.26 5.79 -1.47
O -1.16 4.23 -1.91
N 2.50 0.50 -2.84
O 3.47 0.04 -3.40
O 1.77 -0.20 -2.12
H 3.98 2.10 -4.20
H 1.88 5.72 -3.28
C -4.34 -2.69 -1.20
C -4.46 -1.50 -2.16
C -5.17 -0.36 -1.42
C -5.31 -1.94 -3.35
Sb -2.43 -0.82 -2.63
C -2.77 1.00 -3.81
C -3.06 2.11 -2.80
C -1.48 1.34 -4.55
C -3.91 0.97 -4.82
C -1.66 -2.28 -4.07
C -1.67 -3.66 -3.41
C -0.21 -1.93 -4.42
C -2.45 -2.35 -5.37
H -5.32 -2.89 -0.75
H -3.64 -2.51 -0.39
H -4.03 -3.59 -1.72
H -6.13 -0.73 -1.06
H -5.38 0.48 -2.07
H -4.61 0.00 -0.56
H -6.32 -2.14 -2.99
H -4.94 -2.86 -3.79
H -5.38 -1.19 -4.14
H -2.25 2.25 -2.08
H -3.98 1.95 -2.25
H -3.16 3.06 -3.33
H -0.58 1.22 -3.94
H -1.51 2.39 -4.87
H -1.36 0.73 -5.45
H -4.89 0.91 -4.34
H -3.84 0.16 -5.55
H -3.90 1.91 -5.38
H -1.04 -3.70 -2.52
H -1.28 -4.39 -4.12
H -2.68 -3.98 -3.15
H 0.40 -1.68 -3.56
H -0.16 -1.12 -5.14
H 0.26 -2.80 -4.88
H -3.43 -2.80 -5.23
H -1.90 -2.97 -6.08
H -2.59 -1.37 -5.83
```

Computed properties:
E_LUMO	-1.3	eV
E_tot	-3933.202218	a.u.
ΔE to the lowest compared entry with this formula, charge and spin	0.0	kJ/mol